(1)
2 unconnected molecules or ions with the total composition C4H12BF2N3O6S2 at a distorted geometry. Source: the Open Molecules 2025 dataset; level of theory: ωB97M-V with the def2-TZVPD basis set.

XYZ file:
```
30
C4H12BF2N3O6S2 (ωB97M-V with the def2-TZVPD basis set)
O 2.6853 -0.2783 -0.9764
B 1.5074 0.6501 -0.9011
O 1.3497 1.4245 0.3449
N 0.5909 0.6714 -2.1095
C -0.3053 1.8840 -2.2195
C -1.8974 1.5485 -2.4507
N -2.4655 0.4928 -1.5267
C -1.4484 -0.5607 -1.1423
C -0.1751 -0.6518 -2.1710
H 2.7323 -0.6179 -1.9344
H 0.3879 1.5143 0.6212
H 1.2264 0.6604 -2.9635
H -0.2238 2.6487 -1.3377
H 0.0506 2.4742 -3.1942
H -2.0568 1.3332 -3.5986
H -2.4863 2.5606 -2.2187
H -2.9647 0.8967 -0.7032
H -2.0123 -1.6098 -1.2206
H -1.1423 -0.4676 0.0027
H -0.5413 -0.7612 -3.3016
H 0.5709 -1.5300 -1.9668
N 0.8763 -1.4696 2.9578
S 1.7160 -2.0775 4.1378
O 1.0526 -3.0418 5.0087
O 2.7108 -1.2210 4.7729
F 2.6735 -3.0563 3.3049
S -0.2380 -0.4945 3.4853
O -1.2497 -0.1587 2.4838
O 0.1667 0.6275 4.3234
F -1.0904 -1.3904 4.4932
```

Output
**Total energy**: -1796.21865 Ha
**Net charge**: 0
**LUMO energy**: -1.788 eV
**Relative energy (zero: lowest compared OMol25 entry of this formula, charge and spin)**: 3.557 eV
**2S+1**: 1
**Gap between HOMO and LUMO**: 7.183 eV

Results of the Löwdin charge analysis, in e, for atoms 1 through 5: number 1, O, carries 0.103; number 2, B, carries -0.436; number 3, O, carries 0.124; number 4, N, carries -0.033; number 5, C, carries -0.094


(2)
A single C5H10O molecule at a distorted geometry. Source: the Open Molecules 2025 dataset; level of theory: ωB97M-V with the def2-TZVPD basis set.

XYZ file:
```
16
C5H10O (ωB97M-V with the def2-TZVPD basis set)
C -0.1977 0.1292 -1.2549
C 0.5199 -1.0757 -0.6517
C 0.2215 -1.2910 0.8310
C -0.3345 0.9039 1.0931
C -0.0592 1.3447 -0.3205
H 0.1323 0.3053 -2.2776
H -1.2347 -0.0967 -1.3957
H 0.2554 -2.0228 -1.1927
H 1.6454 -0.9534 -0.7269
H -0.8471 -1.6054 1.1709
H 0.9672 -2.0232 1.2691
H -0.2107 1.7916 1.7079
H -1.4264 0.7163 1.2008
H -0.8218 2.1100 -0.5551
H 0.9278 1.8442 -0.4980
O 0.4627 -0.0770 1.6001
```

Output
**Total energy**: -271.72327 Ha
**Net charge**: 0
**LUMO energy**: 1.136 eV
**Relative energy (zero: lowest compared OMol25 entry of this formula, charge and spin)**: 0.799 eV
**2S+1**: 1
**Gap between HOMO and LUMO**: 10.812 eV

Results of the Löwdin charge analysis, in e, for atoms 1 through 5: number 1, C, carries -0.212; number 2, C, carries -0.190; number 3, C, carries -0.195; number 4, C, carries -0.312; number 5, C, carries -0.180


(3)
A gas-phase ion, C18H30N3O2 (charge +1). Source: the Open Molecules 2025 dataset; level of theory: ωB97M-V with the def2-TZVPD basis set.

XYZ file:
```
53
C18H30N3O2 (ωB97M-V with the def2-TZVPD basis set)
C -7.2678 1.7516 0.6347
H -8.3540 1.7839 0.6688
H -6.8846 2.6373 1.1357
H -6.9653 1.7952 -0.4092
C -6.7566 0.4904 1.3225
C -7.2478 -0.7924 0.6486
C -6.5374 -1.1386 -0.6629
H -7.0911 -1.9369 -1.1665
H -6.4887 -0.2808 -1.3370
O -5.2513 -1.6983 -0.4323
C -4.1227 -0.9765 -0.4628
C -2.9557 -1.6893 -0.1498
C -1.7197 -1.0876 -0.1638
C -1.6146 0.2604 -0.4951
C -2.7618 0.9802 -0.8046
C -4.0025 0.3759 -0.7912
H -4.8650 0.9730 -1.0347
H -2.6898 2.0282 -1.0603
N -0.3799 0.9523 -0.5364
C 0.8387 0.4816 -0.3258
O 1.1757 -0.6629 -0.0370
C 1.9995 1.5115 -0.4614
N 3.2165 0.7239 -0.2214
C 4.0049 1.1298 0.9592
C 5.0934 0.0893 1.2189
N 5.9423 0.0179 0.0517
C 5.1839 -0.4543 -1.0841
C 4.0977 0.5736 -1.3973
H 3.5022 0.2461 -2.2507
H 4.5590 1.5396 -1.6144
H 5.8482 -0.5443 -1.9442
H 4.7077 -1.4352 -0.9081
C 7.2336 -0.6175 0.2519
C 7.1983 -2.1056 0.5996
H 6.6609 -2.2795 1.5286
H 8.2142 -2.4673 0.7249
H 6.7296 -2.6834 -0.1933
H 7.8050 -0.4696 -0.6672
H 7.7372 -0.0667 1.0496
H 5.6904 0.4042 2.0754
H 4.6146 -0.8753 1.4643
H 3.3427 1.2075 1.8227
H 4.4655 2.0991 0.7560
H 2.7670 -0.2397 -0.0170
H 2.0062 1.9562 -1.4575
H 1.8914 2.3039 0.2809
H -0.4765 1.9328 -0.7720
H -0.8411 -1.6597 0.0802
H -3.0542 -2.7324 0.1026
H -8.3156 -0.7034 0.4432
H -7.1051 -1.6358 1.3266
H -7.1128 0.4929 2.3543
H -5.6647 0.4948 1.3573
```

Output
**Total energy**: -1018.41523 Ha
**Net charge**: +1
**LUMO energy**: -2.342 eV
**Relative energy (zero: lowest compared OMol25 entry of this formula, charge and spin)**: 0.000 eV
**2S+1**: 1
**Gap between HOMO and LUMO**: 8.234 eV

Results of the Löwdin charge analysis, in e, for atoms 1 through 5: number 1, C, carries -0.105; number 2, H, carries 0.077; number 3, H, carries 0.073; number 4, H, carries 0.057; number 5, C, carries -0.256


Q: 2S+1 of number 2 (C5H10O)?
A: 1